10
Properties=species:S:1:pos:R:3:forces:R:3 method="wB97M-V/def2-TZVPD" orbital_gap_ev=8.330 e_above_lowest_kcal_mol=136.4 charge=0 fmax_ev_per_a=5.09 e_homo_ev=-8.071
C 1.1867 -0.3467 -0.1622 -2.3 0.0 -0.3
C 2.4225 -0.0166 -0.1938 4.9 -0.4 1.3
N 0.1837 0.5577 -0.3210 -2.8 2.3 0.2
N -1.4219 -1.0084 -0.0054 0.5 -2.2 0.0
N -1.0176 0.1509 -0.0986 1.0 1.2 -0.5
O 3.5883 0.0494 0.0015 -2.1 0.4 -1.0
O -1.9976 1.1834 -0.0053 1.2 -0.6 0.0
H 0.8899 -1.3137 0.0918 0.2 -1.8 0.3
H -2.3757 -1.1285 0.2847 -0.4 0.7 0.1
H -1.4584 1.8723 0.4084 -0.1 0.4 -0.1

---

19
Properties=species:S:1:pos:R:3:forces:R:3 method="wB97M-V/def2-TZVPD" orbital_gap_ev=9.831 e_above_lowest_kcal_mol=39.9 charge=0 fmax_ev_per_a=1.41 e_homo_ev=-9.265
O -0.6567 -1.6466 0.1961 0.1 0.0 -0.1
C -1.2513 -1.2299 -0.7581 -0.7 0.1 0.2
C -1.5833 0.2542 -0.9742 0.8 -0.4 0.8
C -0.2549 0.8516 -1.5412 -1.0 -0.9 -0.4
S -0.6700 2.0473 -2.8518 0.6 0.4 0.2
N -1.9000 0.8810 0.2980 -0.2 0.6 0.3
H -1.6135 -1.9168 -1.5521 0.2 0.0 -0.1
H -2.4110 0.3596 -1.6674 0.1 -0.1 -0.4
H 0.3365 1.1801 -0.6898 -0.1 0.8 -0.1
H 0.3753 0.0664 -1.9594 -0.2 0.0 -0.3
H -0.4531 1.2339 -3.8967 0.0 0.0 0.2
H -2.8890 1.0553 0.4340 -0.1 -0.5 -0.2
H -1.5038 1.8059 0.3708 0.4 0.1 -0.1
H 3.1560 -1.0559 0.5549 -0.2 0.4 0.3
H 3.3596 -0.9707 2.1323 -0.5 0.5 0.0
O 3.5203 -1.4729 1.3342 0.7 -1.0 -0.3
H 1.4604 0.2294 3.9243 -0.4 -0.3 -0.2
H 1.1478 -1.1118 3.1260 -0.2 0.3 0.1
O 1.8308 -0.5602 3.5199 0.6 0.0 0.1

---

15
Properties=species:S:1:pos:R:3:forces:R:3 method="wB97M-V/def2-TZVPD" orbital_gap_ev=8.948 e_above_lowest_kcal_mol=143.5 charge=+1 fmax_ev_per_a=4.44 e_homo_ev=-14.577
C -2.9691 -1.0707 0.1916 2.5 1.2 -0.5
C -1.9673 -0.4129 0.0174 -2.1 -1.7 0.2
C 0.2836 0.8137 -0.2963 -3.7 -1.1 1.3
C -0.6820 1.8583 0.0760 -0.3 2.3 -1.6
C 1.5321 -1.2669 0.2133 -0.8 1.4 -2.6
C 1.5751 0.1893 -0.3071 1.0 0.7 -0.1
N -0.9935 0.4329 -0.2083 3.7 2.4 -0.3
H -3.6862 -1.8121 0.3005 -1.1 -0.7 0.3
H -0.7020 2.1820 1.1268 -0.1 -0.1 -0.4
H -1.0143 2.6624 -0.7237 0.6 -1.8 1.7
H 1.2215 -1.2936 1.2057 -0.4 -0.3 1.7
H 2.5718 -1.5177 0.0892 0.0 -1.3 -0.1
H 0.7397 -1.6971 -0.4747 1.5 -0.6 1.0
H 1.7368 0.0589 -1.4037 0.6 0.5 0.4
H 2.3538 0.8734 0.1936 -1.1 -1.0 -1.1

---

94
Properties=species:S:1:pos:R:3:forces:R:3 method="wB97M-V/def2-TZVPD" orbital_gap_ev="5.452 / 4.772" e_above_lowest_kcal_mol=32.7 charge=+3 multiplicity=6 fmax_ev_per_a=4.97 e_homo_ev="-14.956 / -14.953"
Fe 0.3912 0.5409 0.0185 -2.5 -1.1 0.3
I 1.3128 0.7652 -2.4576 0.3 -0.1 -0.1
C 3.1873 -0.2897 -2.3869 -0.9 -0.1 1.5
C 3.2636 -1.2638 -3.3099 -0.1 -0.9 -1.3
C 4.5324 -1.8578 -3.5121 -0.5 0.3 0.1
C 5.5918 -1.4195 -2.8078 1.7 -0.4 0.5
C 5.4567 -0.4350 -1.7780 1.5 -0.7 1.1
C 6.5772 0.0450 -0.9831 -2.7 0.4 -0.1
C 6.3890 1.0522 -0.0713 1.1 -0.6 -0.9
C 5.1162 1.4602 0.3152 -0.4 0.6 1.2
C 4.0314 0.8606 -0.2384 -1.4 -0.5 -0.6
P 2.5635 0.9851 0.9053 1.2 0.8 -0.3
C 2.5269 2.7879 1.3218 0.5 -0.1 0.5
C 2.4752 3.2575 2.6432 -0.2 0.7 -1.5
C 2.5325 4.6180 2.8877 0.3 0.8 1.7
C 2.7479 5.5562 1.8882 -0.8 -1.0 0.1
C 2.7945 5.0759 0.6067 1.3 1.8 -2.5
C 2.7248 3.7492 0.3234 -0.7 -2.0 -0.8
C 2.9711 0.0125 2.3539 2.5 1.0 1.1
C 1.9576 -0.5973 3.0210 -0.9 -1.4 1.9
C 2.1221 -1.3830 4.1946 0.8 -0.5 0.0
C 3.4069 -1.5272 4.7540 -1.6 0.2 -1.3
C 4.4147 -0.8214 4.1275 1.7 0.6 -0.2
C 4.2774 -0.0102 2.9975 -1.8 -1.1 -0.3
C 4.1790 -0.0082 -1.3978 -0.8 1.6 -0.3
H 2.4048 -1.6162 -3.9123 0.6 0.5 0.3
H 4.7070 -2.6039 -4.2483 -0.3 -0.6 -0.5
H 6.5622 -1.9573 -2.9996 -0.9 1.1 0.3
H 7.5168 -0.4012 -1.0273 1.5 -0.5 -0.7
H 7.3088 1.4427 0.3056 0.1 0.5 0.8
H 4.9189 2.1502 1.1762 0.7 -0.5 -1.0
H 2.3768 2.6520 3.4811 -0.2 -1.4 1.2
H 2.4829 4.9389 3.9535 0.0 -0.2 -1.0
H 2.7717 6.6050 2.0374 0.2 0.7 0.5
H 3.0676 5.7544 -0.2723 -0.7 -0.8 1.4
H 2.7773 3.3950 -0.7101 0.2 0.3 0.2
H 0.9491 -0.4602 2.7250 -1.0 -0.2 -0.7
H 1.3056 -2.0035 4.5973 0.2 0.8 -0.3
H 3.6412 -2.1884 5.5837 -0.3 0.2 -0.1
H 5.4126 -0.9554 4.5540 -0.2 0.4 -0.2
H 5.1287 0.5109 2.5976 0.1 -0.1 0.0
N -1.8111 4.0054 -0.7558 -0.5 0.3 0.5
C -1.2674 4.4715 0.4144 -0.6 0.5 1.5
C -0.6215 3.4018 0.9737 0.2 0.9 0.7
N -0.7740 2.3631 0.0806 2.5 -3.5 2.5
C -1.5419 2.7089 -0.8550 -0.7 2.0 -1.5
C -2.6816 2.2249 -2.8166 -1.4 1.3 -1.4
N -3.3207 3.8991 -4.2234 -0.4 1.7 -1.3
C -4.0419 3.0825 -4.9616 0.9 -1.5 1.5
C -4.1397 1.7640 -4.5093 -1.6 -0.2 -0.9
N -3.5197 1.3282 -3.4204 1.7 2.5 0.0
H -2.3720 4.5265 -1.3776 -0.5 0.6 -0.7
H -1.6108 5.4468 0.8399 0.8 -1.0 -0.6
H -0.1060 3.2731 1.9658 -0.6 0.3 -1.5
H -4.5167 3.4728 -5.8262 -0.5 0.1 -0.6
H -4.8625 1.0743 -4.9244 0.2 -0.2 -0.3
H -3.6412 0.3934 -3.0820 -0.2 -1.4 0.6
O -0.8196 -0.8490 0.1889 3.5 2.7 -0.4
Si -2.0588 -1.8721 0.1880 -2.7 0.6 -0.1
C -3.3467 -1.2111 -1.1174 -0.7 0.1 -0.4
C -3.4917 -1.9195 -2.3399 -0.1 0.6 1.8
C -4.7008 -1.9169 -3.0181 1.0 -0.3 -2.3
C -5.7039 -1.0296 -2.6746 -1.0 -1.4 -1.0
C -5.5999 -0.3341 -1.5033 -0.3 0.4 -1.7
C -4.4505 -0.3653 -0.8154 2.2 -0.5 2.2
C -2.7678 -1.7535 1.9104 1.0 1.0 -1.4
C -2.7153 -0.6585 2.7248 0.6 2.6 0.9
C -3.2289 -0.6079 4.0395 1.0 0.4 -1.7
C -3.7003 -1.7668 4.5764 -1.4 -0.7 1.4
C -3.7109 -2.9052 3.7704 -2.1 -1.4 0.1
C -3.3235 -2.8620 2.4223 -1.4 -2.3 1.3
C -1.6973 -3.5547 -0.3914 0.8 0.4 0.6
C -0.3625 -3.8000 -0.6839 0.0 0.7 0.4
C 0.0880 -5.0211 -1.0686 -0.7 -2.7 0.4
C -0.8542 -6.0891 -1.1675 0.3 0.3 -1.3
C -2.2187 -5.7722 -1.0063 2.6 -0.5 0.3
C -2.6101 -4.5877 -0.4952 -0.6 1.7 -0.3
H -2.6693 -2.5225 -2.6459 0.3 -0.7 -0.4
H -4.7244 -2.5805 -3.9218 -0.5 0.8 0.8
H -6.6173 -0.9814 -3.2692 0.2 -0.1 0.2
H -6.3931 0.2827 -1.2284 -1.2 1.0 0.7
H -4.4635 0.2320 0.0822 0.4 0.0 0.5
H -2.2598 0.2788 2.3374 -0.3 -0.5 0.2
H -3.2363 0.3374 4.5498 0.0 0.1 0.3
H -4.2452 -1.7535 5.5831 1.2 -0.2 -1.5
H -4.3240 -3.7790 4.1580 1.2 0.9 -0.6
H -3.5557 -3.6527 1.7067 0.2 -0.4 0.8
H 0.3660 -3.0322 -0.4925 0.2 0.4 -0.2
H 1.1484 -5.2062 -1.1044 0.2 -0.1 -0.4
H -0.5642 -7.1212 -1.5298 -0.3 1.4 0.6
H -2.9656 -6.4299 -1.2317 -1.6 -2.2 -0.4
H -3.6620 -4.4090 -0.3032 0.0 -0.1 0.0
O -1.9635 1.8417 -1.8039 0.2 -1.2 0.2
N -2.6443 3.5191 -3.2046 0.5 -2.1 1.2

---

63
Properties=species:S:1:pos:R:3:forces:R:3 method="wB97M-V/def2-TZVPD" orbital_gap_ev="6.881 / 7.000" e_above_lowest_kcal_mol=13.9 charge=0 multiplicity=6 fmax_ev_per_a=0.79 e_homo_ev="-7.349 / -7.468"
Mn -0.5780 -0.7146 -0.1960 -0.2 -0.3 0.5
N 1.1842 -2.1892 0.6962 0.0 -0.1 0.4
C 1.6780 -1.7500 2.0088 -0.2 0.0 0.1
C 3.1695 -1.3789 2.0120 0.0 0.0 -0.2
C 3.6772 -0.5753 0.8016 -0.1 0.1 0.2
C 2.8609 0.6505 0.3507 0.3 -0.1 0.3
N 2.3766 1.5142 1.4303 0.5 -0.2 0.6
C 3.1310 2.1392 2.3189 0.0 -0.2 -0.7
N 4.4096 2.4194 2.0224 0.0 0.0 0.0
N 2.5953 2.5149 3.4795 -0.2 -0.3 0.4
C 0.8664 -0.5548 2.5455 0.6 -0.2 0.1
O 1.1321 -0.1541 3.6852 0.0 0.2 -0.2
O 0.0996 0.0187 1.7144 -0.6 0.4 -0.3
H 1.0175 -3.1836 0.6953 0.0 -0.1 0.0
H 1.8398 -1.9897 -0.0482 0.0 -0.1 -0.1
H 1.5291 -2.5490 2.7360 0.1 0.0 0.0
H 3.7569 -2.2997 2.0402 0.0 0.0 0.1
H 3.3686 -0.8440 2.9407 0.0 0.0 0.0
H 3.7448 -1.2316 -0.0703 0.1 0.1 -0.1
H 4.7026 -0.2741 1.0256 0.0 0.0 0.0
H 1.9719 0.3312 -0.1912 0.2 0.2 0.0
H 3.4601 1.2412 -0.3467 -0.1 0.0 -0.1
H 1.4030 1.3694 1.6881 -0.1 -0.1 0.0
H 4.7251 2.3400 1.0714 0.0 0.0 0.0
H 4.9666 2.9701 2.6496 0.0 0.0 0.0
H 1.8897 1.8727 3.8542 -0.1 0.1 -0.1
H 3.1694 2.9918 4.1531 0.0 0.0 0.0
O -3.1198 2.6265 0.0348 -0.1 0.0 0.1
S -2.7286 1.7698 -1.0575 0.1 -0.4 0.2
O -3.5638 1.7645 -2.2309 0.0 0.1 0.0
N -2.4363 0.2433 -0.5535 -0.1 0.2 0.0
C -3.5438 -0.5514 -0.2896 -0.2 0.1 0.1
C -4.8502 -0.1008 -0.1316 0.4 0.0 -0.1
C -5.9220 -0.9875 0.0318 -0.1 -0.1 0.0
C -5.7345 -2.3405 0.0783 -0.2 0.0 0.0
C -4.4253 -2.8494 0.0018 0.2 0.1 0.0
C -4.1439 -4.2282 0.0860 0.1 0.0 0.0
C -2.8522 -4.6655 0.0114 -0.1 -0.2 0.0
C -1.8299 -3.7204 -0.1273 0.1 0.1 0.0
N -2.0410 -2.4254 -0.1924 -0.1 0.1 -0.1
C -3.3248 -1.9646 -0.1551 -0.2 0.0 0.0
C -1.1027 2.2958 -1.5380 -0.1 0.0 0.0
C -0.8925 2.7123 -2.8417 0.0 -0.2 0.0
C 0.3526 3.2090 -3.2016 0.1 0.0 0.0
C 1.3636 3.2933 -2.2539 0.0 0.0 -0.1
C 1.1366 2.8901 -0.9449 0.0 0.1 -0.1
C -0.1038 2.3916 -0.5776 0.0 0.2 0.1
H -5.0406 0.9610 -0.1479 -0.1 0.0 -0.1
H -6.9226 -0.5822 0.1197 0.0 0.0 0.0
H -6.5661 -3.0264 0.1842 0.0 0.0 0.0
H -4.9639 -4.9264 0.2066 0.0 0.0 0.0
H -2.6085 -5.7182 0.0665 0.0 0.0 0.0
H -0.8015 -4.0501 -0.2074 0.0 0.0 0.1
H -1.7053 2.6347 -3.5518 0.0 0.0 0.0
H 0.5385 3.5129 -4.2216 0.0 0.0 0.0
H 2.3315 3.6831 -2.5440 0.0 0.0 0.0
H 1.9279 2.9732 -0.2089 -0.2 0.2 -0.2
H -0.3255 2.1303 0.4534 0.0 0.0 -0.1
N 0.7755 -0.7432 -1.7135 0.1 0.2 -0.7
C 1.0774 -0.4505 -2.8170 -0.2 0.3 -0.1
N 1.5258 -0.2349 -3.9638 0.5 -0.4 -0.1
C 1.2650 0.5578 -4.9700 -0.3 0.2 0.1
N 1.1076 1.2315 -5.9003 0.0 -0.1 0.2

---

9
Properties=species:S:1:pos:R:3:forces:R:3 method="wB97M-V/def2-TZVPD" orbital_gap_ev=8.610 e_above_lowest_kcal_mol=105.0 charge=0 fmax_ev_per_a=7.56 e_homo_ev=-9.901
C -0.1845 -0.0682 0.6617 2.4 1.7 -0.6
C 0.6968 1.0944 0.0887 1.0 -0.1 1.6
C 1.6004 1.8794 -0.1590 -5.4 -5.2 1.2
C -1.5488 0.3151 0.1604 -0.6 -1.2 -0.2
H 1.9583 -0.4364 -1.1036 -2.9 -2.4 2.0
H 0.0882 -0.3107 1.7885 -1.5 1.3 -2.2
H 2.1939 2.6362 -0.2300 3.4 4.1 -0.8
N -2.5465 0.5000 -0.4062 1.4 -0.1 1.1
S 0.6376 -1.5446 -0.1327 2.0 1.8 -2.1